[1]
Formula: C12H13OP
Source: OMol25
Level of theory: ωB97M-V/def2-TZVPD

Output
**Expectation value of S²**: 2.0178
**2S+1**: 3
**Energy relative to the best compared isomer or geometry (same formula, charge and spin)**: 30.07 kcal per mole
**Lowest unoccupied orbital energy (alpha / beta)**: 0.021 / -0.109 Eh
**Molar mass**: 204.2 g mol⁻¹
**Maximum force**: 5.52 eV/Å

```
27
C12H13OP, DFT ωB97M-V/def2-TZVPD
C -3.395 -1.261 -0.461
C -2.118 -1.749 -0.503
C -3.611 0.137 -0.460
C -1.036 -0.855 -0.462
C -2.561 1.034 -0.441
C -1.247 0.502 -0.395
C 1.473 -0.815 -1.168
C 2.481 -0.120 -0.605
C 0.343 -1.443 -0.387
C 1.048 1.198 0.869
C 2.180 0.506 0.624
C 3.308 0.154 1.526
O -0.671 3.134 -0.154
P 0.074 1.699 -0.598
H -4.088 -2.058 -0.525
H -2.066 -2.881 -0.450
H -4.657 0.603 -0.357
H 0.514 -1.423 0.640
H -2.866 2.008 -0.480
H 1.387 -1.346 -2.165
H 3.435 0.061 -0.941
H 0.142 -2.522 -0.661
H 0.764 1.511 1.847
H 4.295 0.238 0.937
H 3.344 -0.860 2.082
H 3.458 0.994 2.356
H 0.071 3.552 0.331
```

[2]
Formula: C24H31F3N2O16S4
Source: OMol25
Level of theory: ωB97M-V/def2-TZVPD

Output
**Structure (SMILES)**: C#CCCCc1nc2ccccc2nc1CCC(F)(F)F.O=S1(=O)OCCO1.O=S1(=O)OCCO1.O=S1(=O)OCCO1.O=S1(=O)OCCO1
**2S+1**: 1
**Lowest unoccupied orbital energy**: -0.014 Eh
**Molar mass**: 788.8 g mol⁻¹
**Maximum force**: 4.98 eV/Å

```
80
C24H31F3N2O16S4, DFT ωB97M-V/def2-TZVPD
C 1.205 5.521 0.111
C 0.318 4.775 0.516
C -0.704 3.684 1.026
C 0.091 2.279 1.048
C -0.538 1.151 0.118
C -0.241 1.362 -1.426
N -0.167 2.660 -1.875
C 0.084 2.759 -3.253
C 0.200 4.148 -3.859
C 0.468 4.368 -5.312
C 0.624 3.146 -6.210
C 0.510 1.802 -5.609
C 0.236 1.548 -4.119
N 0.139 0.203 -3.719
C -0.087 0.174 -2.361
C -0.242 -1.277 -1.708
C 1.089 -1.793 -1.005
C 2.419 -1.441 -1.765
F 3.433 -2.283 -1.231
F 2.376 -1.763 -3.133
F 2.871 -0.141 -1.557
H 2.190 5.865 -0.304
H -1.030 3.932 2.106
H -1.577 3.573 0.324
H 0.012 1.873 2.135
H 1.203 2.399 0.837
H -1.664 1.161 0.324
H -0.166 0.158 0.511
H 0.119 5.087 -3.232
H 0.582 5.378 -5.786
H 0.857 3.208 -7.317
H 0.650 0.906 -6.286
H -1.092 -1.251 -0.969
H -0.491 -1.991 -2.559
H 1.014 -2.930 -0.970
H 1.215 -1.456 0.066
C 1.081 4.922 6.444
C 0.154 5.710 5.538
O -0.166 4.816 4.471
S -0.185 3.301 5.036
O -1.534 2.948 5.322
O 0.668 2.504 4.211
O 0.567 3.588 6.440
H 2.098 4.896 6.044
H 1.102 5.319 7.459
H 0.618 6.617 5.154
H -0.776 5.968 6.052
C 2.617 -3.232 4.409
C 2.983 -2.286 3.279
O 1.898 -2.383 2.353
S 0.527 -2.670 3.171
O -0.150 -1.430 3.357
O -0.101 -3.818 2.607
O 1.205 -3.090 4.578
H 2.825 -4.271 4.138
H 3.138 -2.989 5.335
H 3.923 -2.553 2.799
H 3.036 -1.252 3.630
C -5.612 -1.477 0.190
C -4.124 -1.351 -0.088
O -4.003 -0.205 -0.933
S -5.160 0.862 -0.548
O -4.597 1.834 0.329
O -5.866 1.207 -1.734
O -6.082 -0.136 0.332
H -6.135 -1.934 -0.654
H -5.815 -2.050 1.095
H -3.716 -2.235 -0.577
H -3.566 -1.154 0.832
C 1.953 -6.120 -2.259
C 1.027 -5.322 -3.160
O 0.713 -6.202 -4.239
S 0.693 -7.726 -3.690
O -0.658 -8.085 -3.414
O 1.546 -8.512 -4.515
O 1.440 -7.453 -2.280
H 2.971 -6.139 -2.656
H 1.970 -5.735 -1.239
H 1.493 -4.409 -3.531
H 0.095 -5.071 -2.645
```

[3]
Formula: C27H16Cl2F6N6O6S2Tl
Source: OMol25
Level of theory: ωB97M-V/def2-TZVPD

Output
**Total charge**: -1
**2S+1**: 1
**Energy relative to the best compared isomer or geometry (same formula, charge and spin)**: 0.00 kcal per mole
**Lowest unoccupied orbital energy**: 0.025 Eh
**Molar mass**: 973.9 g mol⁻¹
**Maximum force**: 0.50 eV/Å

```
66
C27H16Cl2F6N6O6S2Tl, DFT ωB97M-V/def2-TZVPD
Tl 0.185 0.417 0.128
O -2.132 -6.453 -3.697
N -1.246 -6.078 -2.962
O -0.281 -6.746 -2.649
C -1.372 -4.716 -2.371
C -2.623 -4.241 -2.290
C -2.872 -2.953 -1.715
C -4.166 -2.418 -1.618
C -4.331 -1.176 -1.073
C -3.191 -0.477 -0.650
N -1.973 -0.963 -0.730
C -1.803 -2.195 -1.238
C -0.457 -2.748 -1.290
N 0.527 -2.006 -0.750
C 1.772 -2.420 -0.823
C 2.112 -3.625 -1.450
C 1.127 -4.414 -1.972
C -0.218 -3.996 -1.883
H -3.447 -4.838 -2.655
H -5.013 -2.996 -1.966
H -5.307 -0.728 -0.965
H -3.278 0.517 -0.229
H 2.502 -1.760 -0.373
H 3.150 -3.921 -1.509
H 1.374 -5.350 -2.445
Cl -2.142 7.862 0.083
C -1.555 6.232 0.342
C -0.967 5.904 1.568
C -0.471 4.647 1.781
Cl 0.252 4.267 3.314
C -0.501 3.623 0.781
O 0.095 2.516 0.993
C -1.196 3.976 -0.410
C -1.576 3.003 -1.419
O -1.451 1.790 -1.355
C -1.679 5.277 -0.625
H -0.906 6.643 2.355
H -2.071 3.429 -2.310
H -2.159 5.509 -1.568
N -4.612 -2.560 2.510
C -3.809 -1.767 2.769
N -2.960 -0.823 3.120
C -1.912 -0.559 2.455
N -0.933 -0.273 1.888
C 2.899 2.698 -0.730
O 2.128 3.188 -1.835
C 1.367 2.379 -2.556
S 0.664 3.001 -3.906
S 1.270 0.662 -2.157
H 3.502 3.549 -0.426
H 3.528 1.866 -1.043
H 2.260 2.374 0.083
C 4.422 -0.010 1.896
C 2.906 -0.104 2.132
O 2.246 0.022 0.949
C 2.621 -1.483 2.777
F 3.364 -1.722 3.874
F 2.926 -2.464 1.899
F 1.344 -1.656 3.119
C 2.513 1.027 3.113
F 3.245 0.998 4.248
F 1.230 0.985 3.474
F 2.737 2.221 2.546
H 4.689 -0.741 1.134
H 5.010 -0.190 2.795
H 4.644 0.984 1.513
```

[4]
Formula: C15H17NO4
Source: OMol25
Level of theory: ωB97M-V/def2-TZVPD

Output
**Structure (SMILES)**: CCc1ccc2[nH]cc(C(=O)OCCOC)c(=O)c2c1
**2S+1**: 1
**Energy relative to the best compared isomer or geometry (same formula, charge and spin)**: 39.32 kcal per mole
**Lowest unoccupied orbital energy**: 0.014 Eh
**Molar mass**: 275.3 g mol⁻¹
**Maximum force**: 0.69 eV/Å

```
37
C15H17NO4, DFT ωB97M-V/def2-TZVPD
C 5.772 1.528 1.059
H 6.665 2.147 1.016
H 4.959 2.120 1.473
H 5.961 0.690 1.726
C 5.403 1.026 -0.339
C 4.166 0.178 -0.278
C 2.911 0.745 -0.392
C 1.751 -0.023 -0.296
C 1.868 -1.401 -0.074
C 3.132 -1.981 0.044
C 4.260 -1.197 -0.055
H 5.234 -1.654 0.037
H 3.216 -3.045 0.215
N 0.729 -2.168 0.022
C -0.498 -1.622 -0.070
C -0.700 -0.292 -0.272
C 0.431 0.631 -0.433
O 0.324 1.816 -0.681
C -2.079 0.235 -0.323
O -2.426 1.349 -0.041
O -2.948 -0.725 -0.733
C -4.313 -0.335 -0.813
C -4.977 -0.372 0.574
O -6.373 -0.241 0.524
C -6.830 1.057 0.222
H -6.352 1.803 0.866
H -6.647 1.322 -0.824
H -7.903 1.051 0.406
H -4.789 -1.348 1.030
H -4.532 0.412 1.203
H -4.372 0.672 -1.237
H -4.793 -1.055 -1.479
H -1.335 -2.296 0.039
H 0.832 -3.160 0.185
H 2.791 1.804 -0.564
H 5.229 1.882 -0.993
H 6.233 0.445 -0.745
```

[5]
Formula: C23H54N6O9P2S3
Source: OMol25
Level of theory: ωB97M-V/def2-TZVPD

Output
**2S+1**: 1
**Lowest unoccupied orbital energy**: 0.014 Eh
**Molar mass**: 716.9 g mol⁻¹
**Maximum force**: 6.54 eV/Å

```
97
C23H54N6O9P2S3, DFT ωB97M-V/def2-TZVPD
C -2.348 2.641 -0.617
C -1.397 3.065 -1.741
C -0.099 2.259 -1.583
O 0.524 1.936 -2.841
C 1.772 2.426 -3.022
O 2.083 2.916 -4.090
C 2.809 2.315 -1.918
S 2.888 4.009 -1.180
C 4.396 4.133 -0.126
C 4.322 5.520 0.556
C 3.842 5.526 2.022
C 2.582 4.703 2.322
O 2.980 3.394 2.795
S 3.204 2.501 1.455
O 3.461 1.146 1.842
O 4.610 3.054 0.789
O -1.057 4.456 -1.437
C -1.187 5.301 -2.512
O -2.084 6.098 -2.588
C -0.108 5.151 -3.563
S 0.046 6.666 -4.549
H -3.089 1.924 -0.955
H -1.774 2.263 0.227
H -2.823 3.548 -0.256
H -1.839 2.957 -2.728
H 0.533 2.823 -0.901
H -0.383 1.310 -1.133
H 3.780 2.098 -2.345
H 2.506 1.586 -1.169
H 5.247 4.132 -0.797
H 3.671 6.183 -0.013
H 5.319 5.949 0.495
H 4.632 5.223 2.703
H 3.610 6.563 2.267
H 1.962 5.172 3.077
H 1.992 4.626 1.406
H 0.826 5.008 -3.031
H -0.334 4.286 -4.181
H 1.302 6.496 -4.998
O 2.161 -2.607 -0.140
P 3.430 -3.413 -0.101
N 4.352 -2.567 -1.291
C 5.511 -3.064 -2.004
C 4.490 -1.135 -1.054
N 2.803 -4.887 -0.751
C 3.328 -5.490 -1.960
C 1.354 -5.055 -0.703
N 4.797 -4.265 0.578
C 4.470 -5.456 1.398
C 5.592 -3.375 1.466
H 6.425 -3.094 -1.391
H 5.716 -2.411 -2.856
H 5.358 -4.051 -2.425
H 5.280 -0.917 -0.320
H 3.570 -0.690 -0.679
H 4.741 -0.605 -1.977
H 3.188 -4.851 -2.841
H 2.834 -6.445 -2.152
H 4.386 -5.738 -1.849
H 0.847 -4.508 -1.506
H 0.953 -4.715 0.248
H 1.100 -6.115 -0.795
H 3.753 -5.229 2.190
H 5.382 -5.842 1.857
H 4.071 -6.262 0.791
H 4.997 -2.987 2.297
H 5.993 -2.525 0.914
H 6.446 -3.914 1.872
O -4.987 0.068 0.072
P -5.776 -0.658 1.127
N -4.482 -1.375 2.019
C -4.580 -2.504 2.924
C -3.469 -0.441 2.503
N -6.518 -1.840 0.109
C -6.340 -3.265 0.309
C -6.547 -1.543 -1.319
N -6.986 -0.921 2.361
C -8.395 -0.843 1.907
C -6.862 0.081 3.452
H -5.043 -2.255 3.890
H -3.577 -2.883 3.134
H -5.122 -3.341 2.499
H -3.780 0.074 3.423
H -3.245 0.318 1.755
H -2.534 -0.965 2.713
H -5.296 -3.578 0.185
H -6.949 -3.826 -0.403
H -6.703 -3.573 1.292
H -5.588 -1.754 -1.806
H -6.797 -0.499 -1.496
H -7.321 -2.141 -1.808
H -8.610 0.090 1.380
H -9.059 -0.913 2.770
H -8.652 -1.673 1.257
H -6.982 1.104 3.085
H -5.892 0.010 3.944
H -7.613 -0.102 4.219
```

[6]
Formula: C5H4O2
Source: OMol25
Level of theory: ωB97M-V/def2-TZVPD

Output
**2S+1**: 1
**Energy relative to the best compared isomer or geometry (same formula, charge and spin)**: 126.29 kcal per mole
**Lowest unoccupied orbital energy**: -0.031 Eh
**Molar mass**: 96.1 g mol⁻¹
**Maximum force**: 1.80 eV/Å

```
11
C5H4O2, DFT ωB97M-V/def2-TZVPD
C 0.299 0.878 0.008
C -0.820 0.155 0.196
C -0.986 -1.287 0.233
C 1.447 -0.055 -0.059
C -2.174 -0.326 0.001
O 1.214 -1.144 -0.528
O 2.667 0.446 0.221
H 0.435 1.983 -0.108
H -2.690 -0.629 0.929
H -2.891 -0.042 -0.802
H 3.500 0.020 -0.093
```

Which of these has the lowest molar mass? C5H4O2